[1]
{"formula": "C13H16N6O3S2", "method": "ωB97M-V/def2-TZVPD", "e_above_lowest_kj_mol": 136.5, "total_energy_ha": -1855.65998, "homo_ha": -0.310, "smiles": "CCOC(=O)c1cnc(SCC(=O)Nc2nnc(CC)s2)nc1N", "charge": 0, "species": ["S", "S", "O", "O", "O", "N", "N", "N", "N", "N", "N", "C", "C", "C", "C", "C", "C", "C", "C", "C", "C", "C", "C", "C", "H", "H", "H", "H", "H", "H", "H", "H", "H", "H", "H", "H", "H", "H", "H", "H"], "xyz": [[2.83285, -1.19591, -0.86185], [1.34262, 2.73022, 1.43146], [-3.67511, -0.60200, -1.00864], [0.63689, 2.95966, -2.34294], [-4.09419, -1.05113, 1.15314], [3.42833, 1.07437, 0.17317], [-0.41950, 1.64535, -0.15578], [1.82724, 1.23000, -1.55919], [-0.67722, 1.23881, 2.15725], [-2.37075, -0.05697, 2.96388], [4.16654, 0.18444, 0.82061], [4.01594, -1.02662, 0.44349], [-1.48910, 0.92048, -0.41614], [1.26469, 2.49715, -1.42214], [5.65823, -2.82142, -0.06306], [-2.22738, 0.29664, 0.58004], [-1.75896, 0.49241, 1.91768], [-3.41713, -0.50987, 0.29830], [2.66970, 0.56167, -0.73223], [-6.09248, -0.49371, -1.30613], [4.74885, -2.19091, 0.99207], [-0.06597, 1.77748, 1.12084], [-4.83355, -1.34431, -1.39193], [1.72270, 3.33676, -0.25045], [5.07252, -3.17022, -0.91118], [-2.01016, 0.12236, 3.88453], [-6.94182, -1.06433, -1.67035], [-3.20306, -0.60853, 2.79660], [-5.98096, 0.40422, -1.90908], [6.38513, -2.09466, -0.41761], [2.81029, 3.41560, -0.26936], [-4.63845, -1.65684, -2.41967], [-1.76289, 0.83850, -1.45867], [4.03048, -2.93475, 1.34591], [1.26635, 4.32151, -0.35460], [-4.92365, -2.22254, -0.74407], [-6.27804, -0.20607, -0.27412], [5.33792, -1.83997, 1.84032], [1.45197, 0.71046, -2.34277], [6.19113, -3.66734, 0.36265]]}

[2]
{"formula": "C2H3ClF2S", "method": "ωB97M-V/def2-TZVPD", "e_above_lowest_kj_mol": 59.5, "total_energy_ha": -1136.09118, "homo_ha": -0.359, "smiles": "FC(F)(Cl)CS", "charge": 0, "species": ["Cl", "S", "F", "F", "C", "C", "H", "H", "H"], "xyz": [[1.77660, 1.25872, -0.96881], [-1.53127, -0.87061, 0.74948], [0.41089, 1.46611, 1.23965], [1.54097, -0.40919, 0.96149], [-0.43089, -0.01408, -0.40488], [0.85389, 0.41958, 0.19256], [-0.50289, -0.52483, -1.36928], [-0.96844, 0.82903, -0.72760], [-1.14887, -2.15472, 0.32740]]}

[3]
{"formula": "C20H28AlN6P2", "method": "ωB97M-V/def2-TZVPD", "e_above_lowest_kj_mol": 15.9, "total_energy_ha": -2032.14663, "homo_ha": [-0.306, -0.307], "charge": 1, "species": ["P", "P", "Al", "N", "N", "N", "N", "N", "N", "C", "C", "C", "C", "C", "C", "C", "C", "C", "C", "C", "C", "C", "C", "C", "C", "C", "C", "C", "C", "H", "H", "H", "H", "H", "H", "H", "H", "H", "H", "H", "H", "H", "H", "H", "H", "H", "H", "H", "H", "H", "H", "H", "H", "H", "H", "H", "H"], "xyz": [[0.26851, -1.69559, 0.48540], [-1.17424, 1.22004, 1.31651], [-1.55794, -0.38707, -0.44055], [-3.21992, -1.18479, -0.54440], [-4.17684, -3.08374, -0.69025], [-4.65454, -4.22803, -0.07720], [-3.08757, -2.50062, -0.17574], [2.77865, 1.39424, 0.55891], [-5.10783, -2.19763, -1.17143], [3.02072, -0.97416, 0.01630], [-0.52319, -2.65221, 1.84476], [4.29004, -1.45997, -2.00987], [1.00082, 4.86951, -0.82980], [3.38898, 0.76512, -1.70964], [2.98303, 2.01299, -2.16279], [-2.48195, 2.46422, 1.01068], [0.28314, 2.28686, 1.89907], [-1.70266, 0.50301, 2.93446], [2.31633, 2.88400, -1.30337], [1.71447, 4.09208, -1.72553], [3.10392, 0.41763, -0.32048], [1.01636, 3.05789, 0.81294], [3.82019, -1.83501, -0.73256], [-4.43420, -1.06248, -1.12607], [2.08768, 2.45200, 0.07178], [0.64205, 4.34549, 0.42985], [3.96755, -0.21971, -2.53462], [2.04755, -1.47069, 1.07507], [0.39928, -3.03802, -0.74639], [-0.61121, -3.32993, -1.07194], [-3.91962, -4.92072, -0.03204], [-5.51152, -4.52730, -0.52969], [-1.54716, -2.91496, 1.52778], [4.07284, -2.80904, -0.31988], [-0.82700, 0.12288, 3.48423], [-0.11866, 3.01965, 2.61771], [0.05849, -3.57130, 2.02169], [-2.65086, 3.08083, 1.90825], [0.99234, 1.61570, 2.40889], [4.10946, 0.02732, -3.58161], [0.96212, -2.68400, -1.61913], [-4.78509, -0.13149, -1.52158], [0.66887, 5.87136, -1.10868], [-2.18696, 3.10420, 0.16757], [0.90645, -3.90680, -0.30020], [2.02183, -0.76646, 1.91853], [1.82193, 4.36507, -2.77327], [-2.39510, -0.33196, 2.74717], [4.88845, -2.15137, -2.58902], [2.40014, -2.45081, 1.42939], [-1.46073, -0.29048, -2.02864], [-2.21697, 1.27208, 3.53422], [-0.97813, 0.37800, -1.90400], [-3.40897, 1.93492, 0.74086], [3.19052, 2.31898, -3.18808], [0.08493, 4.95109, 1.14293], [-0.56876, -2.05087, 2.76351]]}